No. 1
Computed, not measured: one molecule with the formula C4H5NO3, with ωB97M-V with the def2-TZVPD basis set.

Summary:
gap between HOMO and LUMO: 8.5 eV
E_LUMO: 0.3 eV
strongest force on any atom: 10.42 eV Å⁻¹
relative energy (zero: lowest compared OMol25 entry of this formula, charge and spin): 106.4 kcal/mol
electronic energy: -11857.389 eV

Geometry (Å):
O -2.6258 -0.1994 -0.1455
C -0.7314 1.5118 0.2848
H -0.3843 2.4515 0.2405
H -1.8143 1.1407 0.6842
C -1.6965 -0.9934 -0.1338
H -0.0278 -1.5736 -0.2963
H -1.9945 -2.0353 0.3307
H 3.2922 0.5481 -0.2121
C 0.2324 0.5025 -0.2979
C 2.4777 -0.1428 -0.0211
O 2.1974 -1.2742 0.2118
O 1.5249 0.8445 -0.3914
N -0.4499 -0.7802 -0.2539


No. 2
Computed, not measured: a 2-piece molecular cluster, C4H5NO3 overall, with ωB97M-V with the def2-TZVPD basis set.

Summary:
gap between HOMO and LUMO: 9.2 eV
E_LUMO: 0.5 eV
strongest force on any atom: 5.99 eV Å⁻¹
relative energy (zero: lowest compared OMol25 entry of this formula, charge and spin): 171.5 kcal/mol
electronic energy: -11854.566 eV

Geometry (Å):
H 0.4633 1.4818 2.5150
O 1.0438 0.0027 1.4669
O -0.5615 -1.9241 -1.1150
C -0.6279 0.1878 -1.7702
H -0.7478 -0.1314 2.3199
C -0.6491 1.5722 -1.5702
C -0.4752 2.6783 -1.1513
H -0.2284 -0.1912 -2.7040
H -0.8838 -2.5320 -0.2960
C 0.1878 0.4988 2.1437
O -1.4443 -0.4481 0.1967
H -0.4080 3.7233 -0.9888
N -0.9111 -0.7177 -0.8932